--- i ---
Below is one molecule with the formula C3H3NOS, with properties calculated with ωB97M-V/def2-TZVPD.

Geometry (Å):
C  -0.3938  -1.0805  -0.2042
C  -1.6672  -0.6576  -0.0290
C  1.3881  0.7506  0.0394
N  2.0437  1.7578  -0.1296
O  0.8817  -0.3618  -0.0523
S  -2.1017  0.9333  -0.0837
H  -0.0190  -2.1360  -0.2306
H  -2.4684  -1.5077  -0.0173
H  2.3365  2.3018  0.7072

M in g mol⁻¹: 101.13
Gap between HOMO and LUMO (alpha / beta) in eV: 6.9 / 6.9
LUMO energy (alpha / beta) in eV: -0.43 / -0.43
2S+1: 1

***

--- ii ---
Below is a 2-piece molecular cluster, C3H3NOS overall, with properties calculated with ωB97M-V/def2-TZVPD.

Geometry (Å):
C  -1.9031  -0.2523  0.2245
C  2.3221  -0.5682  -0.0398
C  -1.6867  0.9631  0.6046
N  2.3727  -0.3223  -1.2021
O  2.4393  -0.7214  1.0987
S  -2.1301  -1.7141  -0.2625
H  -0.7762  1.2600  1.0965
H  -2.4242  1.7348  0.4819
H  1.7863  -0.3797  -2.0016

M in g mol⁻¹: 101.13
Gap between HOMO and LUMO in eV: 8.6
SMILES: C=C=S.N=C=O
LUMO energy in eV: -0.22
2S+1: 1

***

--- iii ---
Below is a 2-piece molecular cluster, C3H3NOS overall, with properties calculated with ωB97M-V/def2-TZVPD.

Geometry (Å):
C  -0.9186  1.0658  1.0230
C  -0.3621  -0.7010  -0.5941
C  -0.3924  -0.1379  0.7092
N  -1.4421  2.0927  1.1330
O  -0.0236  -1.8478  -0.7920
S  2.5395  0.2636  -0.2700
H  -0.8193  -0.1699  -1.4681
H  -0.0858  -0.8465  1.4276
H  1.5044  0.2812  -1.1685

M in g mol⁻¹: 101.13
Gap between HOMO and LUMO (alpha / beta) in eV: 5.3 / 5.3
LUMO energy (alpha / beta) in eV: -4.16 / -4.17
2S+1: 1

***

The least stable of them is iii.

***

--- i ---
Below is a 2-piece molecular cluster, C3H3NOS overall, with properties calculated with ωB97M-V/def2-TZVPD.

Geometry (Å):
C  -1.5565  0.0144  0.2792
C  0.4630  -1.1780  -0.3216
C  -0.2415  -0.2024  0.5443
N  -2.6666  0.2430  0.0290
O  1.4723  -1.7845  -0.0523
S  1.0100  2.1720  0.0789
H  -0.1080  -1.1228  -1.2432
H  -0.0865  -0.1869  1.5879
H  1.7138  2.0452  -0.9022

M in g mol⁻¹: 101.13
Gap between HOMO and LUMO (alpha / beta) in eV: 6.8 / 6.8
LUMO energy (alpha / beta) in eV: -3.40 / -3.39
2S+1: 1

***

--- ii ---
Below is a 2-piece molecular cluster, C3H3NOS overall, with properties calculated with ωB97M-V/def2-TZVPD.

Geometry (Å):
C  2.4089  0.0660  0.0023
C  1.0479  0.0823  -0.0576
C  -1.6208  0.2233  0.0053
N  3.5577  0.0452  0.1052
O  0.3831  -1.7217  -0.0925
S  -0.1239  1.2317  -0.0046
H  -2.3434  0.6621  -0.6738
H  -2.0163  0.1921  1.0160
H  -1.2933  -0.7809  -0.3002

M in g mol⁻¹: 101.13
Gap between HOMO and LUMO (alpha / beta) in eV: 7.4 / 7.4
LUMO energy (alpha / beta) in eV: -2.35 / -2.35
2S+1: 1

***

The least stable of them is ii.

***

--- i ---
Below is C8H12N2 as an isolated structure, with properties calculated with ωB97M-V/def2-TZVPD.

Geometry (Å):
C  -2.9198  0.6443  0.3978
C  -2.7749  -0.5586  -0.2984
C  1.5902  0.8346  0.7498
C  2.0704  -0.5677  0.4732
C  1.0199  1.4347  -0.5729
C  0.8022  -1.4281  0.3376
C  -0.0322  0.5275  -1.1178
C  -0.2800  -0.8332  -0.6274
N  -1.6248  0.6962  0.7879
N  -1.4941  -0.6828  0.2017
H  -3.8169  1.1966  0.5202
H  -3.3387  -1.3648  -0.9353
H  0.8277  0.8933  1.5189
H  2.2372  1.6212  0.9993
H  2.6029  -0.8162  -0.4512
H  2.4939  -0.8480  1.4104
H  0.5654  2.3329  -0.4306
H  1.8562  1.7612  -1.2148
H  1.1564  -2.4733  0.1103
H  0.4625  -1.5547  1.3873
H  -0.6882  0.7879  -1.7922
H  -0.7153  -1.6031  -1.4538

M in g mol⁻¹: 136.20
Gap between HOMO and LUMO (alpha / beta) in eV: 8.7 / 7.1
LUMO energy (alpha / beta) in eV: 0.55 / -0.46
2S+1: 1

***

--- ii ---
Below is one molecule with the formula C8H12N2, with properties calculated with ωB97M-V/def2-TZVPD.

Geometry (Å):
C  1.4678  -0.8134  -0.4373
C  0.5381  -0.4027  -1.2961
C  -2.9250  0.7146  1.8964
C  -1.9312  1.2774  1.1410
C  -0.1849  0.8028  -0.7304
C  -0.8925  0.4152  0.5287
C  0.1705  -0.9762  -2.6963
C  1.7367  -0.6948  1.9018
N  1.5775  -0.0298  0.7218
N  0.4039  1.0068  0.5964
H  2.2698  -1.5524  -0.5384
H  -3.5851  1.3487  2.4150
H  -2.8797  -0.2927  2.0863
H  -1.8137  2.3076  0.6699
H  -0.4175  1.6593  -1.3457
H  -0.8934  -0.6891  0.8162
H  1.0887  -1.1536  -3.2707
H  -0.3806  -0.1827  -3.1676
H  -0.2683  -2.0062  -2.5336
H  2.6279  -1.2185  1.6792
H  1.8343  0.1083  2.6571
H  0.7853  -1.3346  2.0284

M in g mol⁻¹: 136.20
Gap between HOMO and LUMO in eV: 8.4
SMILES: C=C[C@H]1[C@@H]2C(C)=CN(C)N12
LUMO energy in eV: 1.02
2S+1: 1

***

The least stable of them is i.

***

--- i ---
Below is one molecule with the formula C8H10N4, with properties calculated with ωB97M-V/def2-TZVPD.

Geometry (Å):
C  3.5304  -0.8803  -0.0560
C  2.6631  0.3103  0.0963
C  0.1115  0.3077  -0.0270
C  -1.0427  2.2026  -0.0013
C  -2.1438  1.6084  0.0112
C  -3.3137  -0.4573  0.1089
C  -2.8869  -1.8278  -0.1346
C  -1.1172  -0.5245  -0.0591
H  4.5812  -0.4701  -0.2259
H  3.4358  -1.4668  -0.9654
H  3.3375  -1.9008  0.6400
H  2.9486  1.2407  -0.5942
H  2.6938  0.8632  1.2212
H  1.3014  -1.4234  0.3806
H  -0.9260  3.3021  -0.2633
H  -3.1448  2.1130  0.2643
H  -4.2187  0.1256  0.4126
H  -3.3741  -2.8535  -0.2400
N  1.2407  -0.3188  0.1068
N  0.0779  1.5668  -0.4825
N  -2.2375  0.2689  0.0450
N  -1.5165  -1.7861  -0.2375

M in g mol⁻¹: 162.20
Gap between HOMO and LUMO in eV: 8.6
SMILES: CCNc1nccn2ccnc12
LUMO energy in eV: 0.81
2S+1: 1

***

--- ii ---
Below is one molecule with the formula C8H10N4, with properties calculated with ωB97M-V/def2-TZVPD.

Geometry (Å):
C  2.3553  0.6225  -1.2409
C  2.0523  0.5374  1.1342
C  0.1653  -1.9627  -0.1656
C  0.0821  -0.4738  -0.4419
C  1.8809  -0.1331  -0.1215
C  -0.7530  1.8361  0.1451
C  -2.2879  -0.1362  0.1331
C  -0.8582  0.3376  0.4214
N  2.6554  1.2119  -2.1731
N  2.1540  1.0351  2.1585
N  1.5570  -2.3672  -0.0546
N  2.3819  -1.4907  -0.0424
H  -0.3095  -2.2307  0.7824
H  -0.2771  -2.5893  -0.9428
H  -0.0293  -0.2467  -1.5020
H  -1.0177  2.0586  -0.8863
H  0.2501  2.2080  0.3359
H  -1.4408  2.3696  0.7960
H  -2.4683  -0.1560  -0.9408
H  -3.0051  0.5436  0.5877
H  -2.4587  -1.1305  0.5387
H  -0.6288  0.1564  1.4789

M in g mol⁻¹: 162.20
Gap between HOMO and LUMO in eV: 10.2
SMILES: CC(C)[C@@H]1CN=NC1(C#N)C#N
LUMO energy in eV: 0.21
2S+1: 1

***

--- iii ---
Below is one molecule with the formula C8H10N4, with properties calculated with ωB97M-V/def2-TZVPD.

Geometry (Å):
C  -2.1228  0.9838  1.0668
C  -2.0569  0.6570  -1.3716
C  -0.3664  -1.7576  -0.4480
C  -0.3249  -0.3324  0.1875
C  -1.6345  0.3169  -0.0862
C  1.0415  1.6812  0.5962
C  2.2352  -0.4165  0.0208
C  0.9207  0.3829  -0.2975
N  -2.4197  1.5019  2.0635
N  -2.3835  0.8859  -2.4439
N  -1.7086  -2.3724  -0.5309
N  -2.6484  -1.7471  -0.2730
H  -0.1260  -1.7261  -1.4798
H  0.3767  -2.4401  0.1391
H  -0.1203  -0.5460  1.2916
H  1.8712  2.4779  0.2232
H  1.0298  1.4193  1.6500
H  0.1100  2.1510  0.4022
H  3.1657  0.1357  -0.1331
H  2.1508  -1.3736  -0.2814
H  2.2680  -0.5616  1.1049
H  0.7422  0.6797  -1.4003

M in g mol⁻¹: 162.20
Gap between HOMO and LUMO (alpha / beta) in eV: 7.3 / 8.2
LUMO energy (alpha / beta) in eV: -1.69 / -0.90
2S+1: 1

***

The least stable of them is iii.